## w
Density functional theory data (wB97M-V/def2-TZVPD) for the molecule C4H7NO.

Geometry as XYZ:
```
13
Properties=species:S:1:pos:R:3:nbo_charge:R:1
C 1.605 1.133 0.143 -0.604
C 0.341 0.663 -0.571 -0.257
N 0.330 -0.791 -0.594 -0.334
C -0.622 -1.479 -0.117 0.001
C -1.905 -1.027 0.521 0.352
O -2.681 -1.840 0.968 -0.484
H 1.722 2.217 0.049 0.213
H 2.482 0.644 -0.290 0.220
H 1.567 0.882 1.208 0.207
H -0.544 1.126 -0.114 0.167
H 0.375 0.987 -1.617 0.210
H -0.540 -2.569 -0.156 0.190
H -2.129 0.054 0.569 0.120
```

The value obtained for the gap between HOMO and LUMO is 9.37 eV. The value obtained for the highest occupied orbital energy is -9.5760 eV. Its charge is 0.

## x
Density functional theory data (wB97M-V/def2-TZVPD) for a cluster of 2 separate species, C4H7NO in total.

Geometry as XYZ:
```
13
Properties=species:S:1:pos:R:3:nbo_charge:R:1
C -0.295 0.781 -0.593 0.311
C -0.204 0.070 0.665 0.356
C 0.128 0.962 -2.034 -0.674
C -0.458 -1.323 1.200 -0.668
N -0.994 1.188 0.332 -0.343
O 1.567 0.517 1.304 -0.878
H -0.798 1.326 -2.561 0.242
H 0.366 -0.093 -2.316 0.247
H 0.930 1.682 -1.984 0.267
H -0.113 -1.491 2.241 0.239
H -0.066 -2.109 0.448 0.237
H -1.526 -1.394 1.210 0.230
H 1.463 -0.117 2.089 0.434
```

The value obtained for the gap between HOMO and LUMO is 10.11 eV. The value obtained for the highest occupied orbital energy is -9.3679 eV. Its charge is 0.

Which structure above is the least stable? It is x.